A:
A 12-piece molecular cluster, C30H84N4O12 overall, computed with ωB97M-V/def2-TZVPD.

Last column: Mulliken charge in e.
Atoms and positions in Å:
N  -3.30  -30.59  -18.18  -0.481
C  -3.73  -31.38  -17.26  0.295
N  -3.70  -30.85  -16.10  -0.058
O  -4.33  -32.61  -17.55  -0.738
H  -3.43  -30.93  -19.10  0.160
H  -2.76  -29.67  -17.94  0.562
H  -3.99  -31.39  -15.33  0.181
H  -3.30  -30.00  -15.90  0.090
N  -8.40  -29.20  -13.19  0.342
C  -8.34  -27.93  -13.19  0.295
N  -7.89  -27.33  -14.29  2.274
O  -8.76  -27.23  -12.06  -0.866
H  -8.78  -29.57  -12.33  0.247
H  -7.96  -29.77  -13.91  -0.107
H  -7.92  -26.33  -14.39  -0.918
H  -7.64  -27.88  -15.13  -1.222
C  -7.20  -24.33  -18.93  -0.226
C  -6.38  -24.75  -20.15  -0.431
C  -5.07  -25.49  -19.68  -0.945
O  -7.00  -25.55  -20.86  -0.448
H  -6.47  -24.02  -18.18  0.289
H  -7.77  -25.12  -18.45  -0.596
H  -7.83  -23.49  -19.12  0.394
H  -6.04  -23.81  -20.75  0.319
H  -5.37  -26.34  -19.08  -0.055
H  -4.41  -24.86  -19.11  0.650
H  -4.50  -25.87  -20.50  0.440
H  -7.25  -26.28  -20.30  -0.145
C  -12.89  -29.58  -14.92  -1.624
C  -11.44  -29.90  -14.67  0.752
C  -11.06  -31.31  -15.18  -0.886
O  -10.58  -29.12  -15.21  -0.420
H  -13.52  -30.30  -14.36  0.374
H  -13.17  -29.55  -15.97  0.327
H  -13.20  -28.59  -14.56  0.404
H  -11.30  -29.86  -13.58  0.370
H  -11.10  -31.48  -16.30  0.171
H  -11.56  -32.07  -14.63  0.569
H  -10.04  -31.62  -14.87  -0.108
H  -9.86  -29.06  -14.59  -0.643
C  -8.77  -24.22  -13.96  -1.650
C  -8.71  -24.31  -15.51  0.759
C  -8.27  -22.98  -16.23  -1.391
O  -7.91  -25.16  -15.89  0.931
H  -7.80  -24.22  -13.52  0.215
H  -9.27  -25.13  -13.52  0.358
H  -9.34  -23.34  -13.68  0.484
H  -9.71  -24.47  -15.88  0.514
H  -7.24  -22.94  -16.24  0.280
H  -8.73  -22.11  -15.70  0.437
H  -8.63  -22.95  -17.27  0.157
H  -7.04  -24.89  -15.52  -1.045
C  -4.10  -30.38  -11.15  -1.503
C  -5.31  -29.73  -11.88  0.448
C  -4.76  -28.80  -13.05  -0.316
O  -6.12  -30.52  -12.39  -0.526
H  -3.09  -29.94  -11.40  0.293
H  -3.97  -31.38  -11.40  0.371
H  -4.17  -30.51  -10.08  0.410
H  -5.83  -29.05  -11.15  0.352
H  -4.26  -29.34  -13.79  0.014
H  -4.11  -28.08  -12.59  0.465
H  -5.62  -28.17  -13.42  -0.172
H  -6.86  -29.91  -12.49  0.409
C  -2.97  -25.59  -14.85  -0.724
C  -4.30  -24.85  -14.92  -0.211
C  -4.44  -24.19  -16.30  -0.873
O  -5.36  -25.40  -14.52  -0.354
H  -2.80  -26.23  -15.76  -0.164
H  -3.18  -26.28  -14.03  0.040
H  -2.10  -24.93  -14.73  0.486
H  -4.20  -24.04  -14.21  0.755
H  -4.92  -24.94  -16.88  -0.308
H  -3.49  -23.95  -16.76  0.453
H  -5.13  -23.36  -16.43  0.409
H  -5.23  -25.37  -13.57  0.496
C  -2.62  -27.04  -18.81  0.001
C  -1.49  -27.81  -18.22  -0.223
C  -0.36  -26.93  -17.73  -1.528
O  -1.82  -28.61  -17.28  -0.343
H  -3.09  -26.46  -18.01  -0.274
H  -3.33  -27.74  -19.12  -0.286
H  -2.24  -26.34  -19.56  0.651
H  -1.14  -28.41  -19.02  0.533
H  -0.67  -26.37  -16.81  0.201
H  -0.15  -26.13  -18.41  0.444
H  0.56  -27.49  -17.61  0.463
H  -1.06  -29.13  -16.96  0.290
C  -5.63  -28.02  -16.66  0.318
C  -6.37  -29.30  -17.00  1.866
C  -7.86  -29.11  -17.00  -0.688
O  -6.10  -29.71  -18.17  -0.544
H  -6.24  -27.11  -16.54  -0.287
H  -4.78  -27.76  -17.18  0.041
H  -5.30  -28.18  -15.65  0.011
H  -6.09  -30.04  -16.24  0.357
H  -8.40  -29.92  -17.54  0.750
H  -8.15  -28.18  -17.43  0.586
H  -8.23  -29.18  -15.96  -1.169
H  -5.14  -29.99  -18.10  -0.023
C  -8.42  -28.32  -21.80  -1.357
C  -7.41  -28.81  -20.73  0.605
C  -5.98  -28.78  -21.25  -1.464
O  -7.46  -28.10  -19.71  1.291
H  -8.32  -27.23  -22.04  0.168
H  -9.49  -28.56  -21.59  0.175
H  -8.11  -28.96  -22.67  0.505
H  -7.75  -29.87  -20.56  0.371
H  -5.88  -29.46  -22.15  0.464
H  -5.21  -29.05  -20.58  0.084
H  -5.74  -27.79  -21.63  0.236
H  -7.15  -28.60  -18.94  -1.141
C  -11.15  -27.26  -19.93  -1.654
C  -10.78  -27.74  -18.53  1.805
C  -10.33  -26.53  -17.68  -0.330
O  -11.62  -28.32  -17.91  -0.582
H  -10.23  -26.91  -20.41  0.158
H  -11.71  -26.31  -19.82  0.368
H  -11.58  -27.97  -20.63  0.397
H  -9.99  -28.45  -18.74  -0.406
H  -11.12  -25.72  -17.47  0.457
H  -9.47  -26.04  -18.18  -0.173
H  -10.10  -26.87  -16.68  -0.025
H  -11.27  -28.60  -17.05  0.182
C  -7.67  -32.45  -15.72  -0.575
O  -7.64  -31.64  -14.57  -0.453
H  -8.53  -32.26  -16.35  0.193
H  -7.63  -33.49  -15.27  0.286
H  -6.81  -32.30  -16.34  0.172
H  -6.85  -31.76  -14.01  0.213

Summary:
* SMILES: NC(N)=O.NC(N)=O.CC(C)O.CC(C)O.CC(C)O.CC(C)O.CC(C)O.CC(C)O.CC(C)O.CC(C)O.CC(C)O.CO



B:
A 12-piece molecular cluster, C30H84N4O12 overall, computed with ωB97M-V/def2-TZVPD.

Last column: Mulliken charge in e.
Atoms and positions in Å:
N  -2.17  -4.01  -1.34  -0.085
C  -1.59  -4.19  -2.46  0.528
N  -1.28  -5.41  -2.81  -0.388
O  -1.51  -3.16  -3.40  -0.682
H  -2.71  -3.16  -1.19  0.146
H  -2.09  -4.69  -0.57  0.206
H  -1.02  -5.64  -3.74  0.262
H  -1.01  -6.04  -2.14  0.162
N  5.09  2.52  1.02  -0.236
C  3.95  2.82  0.41  0.077
N  3.93  4.08  0.04  -0.424
O  2.84  1.99  0.32  -0.445
H  5.08  1.58  1.41  -0.075
H  6.03  2.91  1.01  0.277
H  2.91  4.39  -0.03  0.569
H  4.66  4.69  0.24  0.188
C  -0.91  -0.94  -0.51  1.337
C  0.12  0.07  0.11  1.813
C  -0.27  0.62  1.44  0.560
O  1.24  -0.39  0.27  1.700
H  -1.67  -0.46  -1.05  -0.662
H  -1.38  -1.52  0.29  -0.834
H  -0.48  -1.71  -1.12  -0.715
H  0.10  0.91  -0.56  -1.016
H  -1.13  1.20  1.28  -0.237
H  0.35  1.36  1.90  -0.983
H  -0.59  -0.22  2.02  0.164
H  1.90  0.30  0.21  -0.437
C  -0.04  1.90  -2.96  -0.616
C  0.53  0.65  -3.66  1.899
C  -0.60  -0.25  -4.18  -0.938
O  1.36  0.92  -4.55  -0.635
H  0.62  2.33  -2.23  -0.401
H  -0.99  1.63  -2.52  -0.357
H  -0.18  2.73  -3.59  0.844
H  0.93  -0.01  -2.85  -0.698
H  -1.35  0.21  -4.85  0.432
H  -1.13  -0.72  -3.41  -0.264
H  -0.19  -1.13  -4.81  0.147
H  2.25  0.78  -4.12  0.555
C  4.62  -1.25  0.08  -0.210
C  5.74  -0.88  1.06  -0.035
C  6.85  -0.18  0.29  -1.620
O  5.39  -0.18  2.01  -0.502
H  4.99  -1.49  -0.94  0.304
H  3.92  -0.41  -0.05  -0.265
H  4.10  -2.23  0.34  0.144
H  6.07  -1.85  1.53  0.444
H  6.46  0.62  -0.30  0.425
H  7.33  -0.84  -0.48  0.411
H  7.67  0.13  1.02  0.329
H  4.94  -0.71  2.69  0.356
C  -3.07  1.79  -0.97  0.056
C  -3.84  1.01  0.09  1.399
C  -4.32  1.73  1.34  -1.529
O  -4.96  0.56  -0.27  -0.588
H  -1.97  1.74  -0.77  -0.967
H  -3.37  2.78  -0.90  1.256
H  -3.16  1.50  -2.06  -0.236
H  -3.27  0.19  0.41  -0.781
H  -4.96  1.10  1.99  0.253
H  -4.94  2.58  1.11  0.557
H  -3.48  2.14  1.91  0.235
H  -5.46  1.32  -0.57  0.462
C  -2.17  -0.99  4.68  -1.416
C  -3.33  -1.10  3.56  2.107
C  -3.13  -2.44  2.88  -1.434
O  -4.48  -1.24  3.96  -0.546
H  -2.39  -1.55  5.59  0.507
H  -1.94  0.05  5.00  0.319
H  -1.27  -1.50  4.27  0.114
H  -3.35  -0.30  2.86  -0.914
H  -3.81  -2.65  2.02  0.353
H  -3.21  -3.29  3.57  0.358
H  -2.13  -2.48  2.45  0.059
H  -4.78  -0.35  4.27  0.432
C  0.82  1.05  4.82  -1.010
C  2.32  1.27  4.89  0.004
C  2.93  1.36  3.49  -0.836
O  2.66  2.28  5.54  -0.495
H  0.25  1.87  4.31  0.192
H  0.38  0.93  5.76  0.724
H  0.54  0.16  4.26  -0.123
H  2.58  0.36  5.35  0.269
H  2.50  2.16  2.89  -0.113
H  2.56  0.53  2.90  0.158
H  3.97  1.30  3.43  0.750
H  2.21  2.26  6.37  0.414
C  1.52  -3.95  -1.18  -0.692
C  1.94  -2.72  -1.95  2.487
C  3.38  -2.94  -2.40  -2.613
O  1.25  -2.55  -3.00  -0.612
H  2.19  -4.13  -0.33  0.364
H  1.70  -4.88  -1.75  0.378
H  0.46  -3.73  -0.93  -0.343
H  1.83  -1.81  -1.42  -0.591
H  3.45  -3.73  -3.11  0.482
H  3.87  -3.30  -1.61  0.792
H  3.96  -2.10  -2.81  0.338
H  0.31  -2.70  -2.78  -0.325
C  -3.86  -1.13  -3.65  -0.524
C  -4.69  -0.19  -4.47  0.295
C  -5.76  0.56  -3.63  -1.243
O  -4.17  0.66  -5.23  -0.441
H  -3.38  -0.73  -2.77  -0.450
H  -3.11  -1.63  -4.31  0.253
H  -4.45  -1.99  -3.40  0.701
H  -5.12  -0.89  -5.23  0.231
H  -5.36  1.11  -2.84  0.119
H  -6.29  -0.23  -3.11  0.297
H  -6.33  1.26  -4.20  0.576
H  -4.78  1.22  -5.67  0.336
C  -0.01  4.04  1.61  -1.241
C  0.33  4.17  0.18  1.474
C  -0.85  4.80  -0.65  -1.003
O  1.36  4.77  -0.20  -0.690
H  -0.24  5.08  1.92  0.526
H  0.87  3.69  2.16  0.135
H  -0.85  3.36  1.82  0.032
H  0.38  3.09  -0.18  -0.312
H  -0.58  5.01  -1.70  0.336
H  -1.25  5.74  -0.29  0.435
H  -1.76  4.18  -0.66  -0.009
H  1.40  4.78  -1.15  0.426
C  0.54  -2.99  2.35  -0.029
O  1.48  -1.93  2.71  -0.662
H  -0.26  -3.08  3.15  0.299
H  1.01  -3.94  2.18  0.508
H  -0.10  -2.74  1.49  -0.416
H  1.32  -1.27  2.08  -0.133

Summary:
* SMILES: NC(N)=O.NC(N)=O.CC(C)O.CC(C)O.CC(C)O.CC(C)O.CC(C)O.CC(C)O.CC(C)O.CC(C)O.CC(C)O.CO



A is the most stable structure; the next one sits 98.8 kJ/mol above it.



A:
A 4-piece molecular cluster, C5H18O3 overall, computed with ωB97M-V/def2-TZVPD.

Last column: Mulliken charge in e.
Atoms and positions in Å:
C  0.77  0.56  2.21  -1.273
C  -0.07  1.09  1.07  -0.238
C  -1.19  0.16  0.45  0.676
C  -1.27  0.32  -1.03  -1.095
C  -2.53  0.56  1.15  -1.628
H  1.75  0.99  2.15  0.380
H  0.33  0.82  3.22  0.330
H  0.69  -0.53  2.26  0.303
H  -0.32  2.16  1.15  0.429
H  0.70  1.05  0.19  0.055
H  -1.08  -0.89  0.85  0.094
H  -0.47  -0.35  -1.39  0.193
H  -1.32  1.41  -1.32  0.328
H  -2.20  -0.15  -1.49  0.325
H  -2.76  1.66  1.02  0.328
H  -2.45  0.39  2.24  0.372
H  -3.36  -0.04  0.80  0.425
O  1.09  1.36  -2.89  -0.628
H  1.73  0.80  -3.32  0.306
H  0.27  0.91  -3.15  0.341
O  1.95  -2.78  0.09  -0.687
H  1.28  -2.13  -0.15  0.353
H  1.63  -3.43  0.71  0.299
O  2.26  -1.23  -1.98  -0.656
H  2.52  -2.07  -1.61  0.360
H  2.05  -0.67  -1.23  0.309

Summary:
* SMILES: CCC(C)C.O.O.O



B:
A 4-piece molecular cluster, C5H18O3 overall, computed with ωB97M-V/def2-TZVPD.

Last column: Mulliken charge in e.
Atoms and positions in Å:
C  -1.44  -1.18  0.93  -1.230
C  -1.02  0.03  0.09  -0.408
C  -1.38  1.32  0.87  0.783
C  -1.48  2.58  0.01  -1.476
C  -0.34  1.55  2.00  -1.498
H  -0.87  -1.17  1.86  0.299
H  -2.50  -1.23  1.17  0.347
H  -1.23  -2.11  0.38  0.353
H  0.01  0.02  -0.21  0.228
H  -1.64  -0.03  -0.82  0.324
H  -2.30  1.17  1.43  0.239
H  -1.27  3.52  0.51  0.409
H  -2.51  2.66  -0.34  0.361
H  -0.85  2.48  -0.87  0.225
H  0.03  0.64  2.47  0.380
H  -0.79  2.19  2.75  0.380
H  0.53  2.07  1.61  0.335
O  1.31  0.85  -1.75  -0.569
H  1.94  0.12  -1.90  0.267
H  1.46  1.58  -2.34  0.276
O  1.91  -3.44  -0.75  -0.617
H  1.21  -4.04  -1.05  0.302
H  1.84  -3.47  0.23  0.303
O  3.25  -1.82  -2.34  -0.663
H  3.82  -2.38  -1.83  0.293
H  2.31  -1.92  -2.12  0.359

Summary:
* SMILES: CCC(C)C.O.O.O



C:
A 4-piece molecular cluster, C5H18O3 overall, computed with ωB97M-V/def2-TZVPD.

Last column: Mulliken charge in e.
Atoms and positions in Å:
C  0.23  -0.72  2.09  -1.241
C  -1.02  -0.96  1.28  -0.019
C  -0.82  -1.91  0.10  -0.748
C  -0.20  -1.21  -1.10  -0.115
C  -1.18  -0.61  -2.10  -1.197
H  0.37  -1.21  3.05  0.338
H  0.37  0.35  2.34  0.308
H  1.15  -0.86  1.53  0.307
H  -1.31  -0.01  0.80  0.006
H  -1.86  -1.29  1.88  0.361
H  -0.18  -2.76  0.37  0.371
H  -1.76  -2.40  -0.18  0.367
H  0.57  -0.48  -0.84  -0.037
H  0.42  -1.94  -1.65  0.372
H  -0.62  -0.13  -2.91  0.349
H  -1.83  -1.39  -2.51  0.362
H  -1.79  0.18  -1.63  0.242
O  3.61  0.45  0.32  -0.641
H  4.12  1.24  0.08  0.309
H  3.24  0.10  -0.50  0.335
O  0.76  2.32  0.43  -0.605
H  1.46  2.94  0.18  0.267
H  1.23  1.50  0.65  0.313
O  -1.87  3.01  -0.86  -0.640
H  -1.04  2.52  -0.85  0.325
H  -2.06  3.26  0.05  0.312

Summary:
* SMILES: CCCCC.O.O.O



C is the most stable structure; the next one sits 15.3 kJ/mol above it.



A:
One molecule with the formula CH2N2P2, computed with ωB97M-V/def2-TZVPD.

Last column: Mulliken charge in e.
Atoms and positions in Å:
H  0.20  -2.10  0.58  0.043
P  -0.16  -1.11  1.40  0.059
N  0.32  0.08  0.43  -0.097
C  0.02  1.21  -0.01  -0.222
P  -2.08  1.83  0.47  0.155
N  -2.62  0.87  1.44  -0.366
H  0.73  1.82  -0.40  0.428

Summary:
* SMILES: [H]/P=N/C=P#N



B:
CH2N2P2 as an isolated structure, computed with ωB97M-V/def2-TZVPD.

Last column: Mulliken charge in e.
Atoms and positions in Å:
C  0.56  0.66  0.32  -0.027
N  -0.56  1.26  0.14  -0.423
N  -1.05  -1.14  -0.42  -0.333
P  -1.87  0.24  -0.22  0.250
P  0.45  -1.15  0.26  0.128
H  1.28  1.43  0.73  0.372
H  1.18  -1.30  -0.80  0.034



B is the most stable structure; the next one sits 278.0 kJ/mol above it.